{
  "formula": "C58H44ClF3N4O3P2RuSeSi",
  "method": "wB97M-V/def2-TZVPD",
  "elements": ["Ru", "C", "Si", "C", "C", "C", "C", "C", "C", "P", "C", "C", "C", "C", "C", "C", "C", "C", "C", "C", "C", "C", "C", "C", "C", "C", "C", "C", "P", "C", "C", "C", "C", "C", "C", "C", "C", "C", "C", "C", "C", "H", "H", "H", "H", "H", "H", "H", "H", "H", "H", "H", "H", "H", "H", "H", "H", "H", "H", "H", "H", "H", "H", "H", "H", "H", "H", "H", "H", "H", "H", "H", "O", "N", "O", "O", "Cl", "C", "C", "C", "C", "C", "C", "C", "H", "H", "H", "H", "H", "H", "Se", "N", "C", "C", "C", "C", "N", "C", "N", "H", "H", "H", "F", "C", "F", "F", "C", "C", "C", "C", "C", "C", "C", "C", "H", "H", "H", "H"],
  "xyz": [[-0.364, 0.622, -0.590], [-0.365, 4.187, -0.322], [0.075, 2.602, 0.644], [-0.984, 2.899, 2.237], [-1.126, 4.229, 2.653], [-2.075, 4.624, 3.582], [-2.942, 3.682, 4.113], [-2.799, 2.352, 3.757], [-1.821, 1.941, 2.848], [-1.354, 0.153, 2.688], [-1.549, -0.372, 4.447], [-0.328, -0.495, 5.104], [-0.261, -0.830, 6.451], [-1.426, -1.058, 7.162], [-2.654, -0.945, 6.518], [-2.718, -0.604, 5.177], [-2.639, -0.842, 1.669], [-4.112, -0.442, 1.429], [-4.636, -0.978, 0.125], [-4.284, -2.181, -0.314], [-3.296, -3.078, 0.388], [-1.857, -2.583, 0.193], [1.980, 2.729, 0.725], [2.679, 3.927, 0.867], [4.026, 4.021, 0.546], [4.692, 2.907, 0.061], [4.029, 1.693, -0.052], [2.687, 1.588, 0.299], [1.695, 0.023, 0.279], [2.813, -1.291, -0.372], [4.084, -1.509, 0.169], [4.888, -2.526, -0.315], [4.427, -3.361, -1.330], [3.152, -3.188, -1.839], [2.349, -2.162, -1.350], [1.898, -0.488, 2.051], [1.606, -1.816, 2.370], [1.906, -2.331, 3.618], [2.509, -1.524, 4.578], [2.759, -0.193, 4.288], [2.446, 0.326, 3.034], [0.073, 5.085, 0.121], [-1.448, 4.337, -0.363], [0.018, 4.111, -1.340], [-0.485, 4.987, 2.219], [-2.148, 5.664, 3.876], [-3.707, 3.973, 4.823], [-3.441, 1.618, 4.224], [0.586, -0.324, 4.548], [0.704, -0.921, 6.934], [-1.384, -1.332, 8.209], [-3.571, -1.129, 7.064], [-3.684, -0.540, 4.702], [-4.407, 0.588, 1.625], [-5.296, -0.352, -0.463], [-4.654, -2.538, -1.267], [-3.382, -4.104, 0.039], [-1.266, -3.084, 0.970], [2.155, 4.818, 1.197], [4.544, 4.968, 0.638], [5.730, 2.981, -0.240], [4.564, 0.836, -0.437], [4.440, -0.890, 0.984], [5.873, -2.679, 0.110], [5.055, -4.160, -1.705], [2.763, -3.852, -2.602], [1.335, -2.067, -1.710], [1.169, -2.461, 1.614], [1.683, -3.367, 3.840], [2.767, -1.930, 5.548], [3.208, 0.451, 5.035], [2.670, 1.363, 2.820], [-4.479, -1.274, 2.544], [-3.217, -1.990, 2.518], [-3.450, -3.176, 1.816], [-1.902, -1.169, 0.514], [3.254, 4.551, -4.008], [2.244, 3.178, -3.648], [2.819, 1.938, -3.386], [2.010, 0.870, -3.077], [0.601, 0.968, -3.003], [-0.244, -0.148, -2.627], [0.070, 2.229, -3.314], [0.876, 3.321, -3.631], [3.893, 1.821, -3.429], [2.465, -0.094, -2.898], [0.207, -1.119, -2.759], [-1.249, -0.118, -3.045], [-1.563, 2.995, -4.257], [0.424, 4.281, -3.852], [-3.388, 3.382, -5.766], [-3.954, 3.312, -4.143], [-3.617, 2.855, -2.927], [-4.586, 2.950, -1.920], [-4.307, 2.488, -0.654], [-3.086, 1.886, -0.438], [-2.124, 1.745, -1.363], [-2.326, 2.301, -2.566], [-1.331, 2.414, -3.468], [-5.536, 3.400, -2.175], [-5.020, 2.578, 0.154], [-2.821, 1.523, 0.540], [1.690, -4.903, -7.791], [2.334, -4.962, -6.590], [3.444, -4.162, -6.778], [2.839, -6.219, -6.486], [1.491, -4.580, -5.458], [0.571, -3.506, -5.583], [-0.165, -3.078, -4.517], [-0.016, -3.681, -3.222], [0.916, -4.773, -3.113], [1.636, -5.199, -4.191], [-0.698, -3.218, -2.101], [-1.231, -2.804, -1.082], [0.447, -3.026, -6.546], [-0.867, -2.261, -4.638], [1.041, -5.255, -2.151], [2.328, -6.025, -4.080]],
  "forces_ev_per_a": [[0.3, -0.4, 0.0], [0.0, 0.0, 0.1], [0.0, 0.0, -0.2], [0.1, 0.0, 0.0], [-0.1, 0.0, 0.0], [0.0, 0.0, 0.0], [0.0, 0.0, 0.0], [-0.1, 0.0, 0.0], [0.0, -0.1, 0.0], [0.0, 0.0, 0.0], [-0.1, 0.0, 0.0], [-0.1, 0.1, -0.1], [0.0, 0.0, -0.1], [0.0, 0.0, 0.0], [0.0, 0.0, 0.0], [0.1, 0.0, 0.0], [0.0, 0.0, 0.0], [0.0, 0.0, 0.0], [0.0, 0.0, 0.0], [0.0, 0.0, -0.1], [0.0, 0.1, 0.0], [-0.1, -0.2, -0.3], [0.0, -0.1, 0.0], [0.0, 0.0, 0.0], [0.0, 0.0, 0.0], [0.0, 0.0, 0.0], [0.0, 0.0, 0.0], [0.0, 0.0, 0.0], [-0.3, 0.2, 0.0], [0.0, 0.1, 0.0], [0.0, 0.0, 0.0], [0.0, 0.0, 0.0], [0.0, 0.1, 0.1], [0.3, 0.1, 0.1], [-0.1, 0.1, 0.0], [0.1, 0.0, 0.0], [0.0, 0.0, 0.0], [0.1, 0.0, 0.0], [0.3, -0.1, -0.1], [0.3, -0.1, 0.0], [0.2, 0.0, -0.1], [0.0, 0.0, 0.0], [0.0, 0.0, 0.0], [0.0, 0.0, 0.0], [0.0, 0.0, 0.0], [0.0, 0.0, 0.0], [0.0, 0.0, 0.0], [0.0, 0.0, 0.0], [-0.5, 0.1, 0.2], [0.0, 0.0, 0.0], [0.0, 0.0, 0.0], [0.0, 0.0, 0.0], [-0.1, 0.0, -0.1], [0.1, 0.1, 0.0], [0.0, 0.0, 0.0], [0.0, 0.0, 0.0], [0.0, 0.0, 0.0], [0.0, 0.0, 0.0], [0.0, 0.0, 0.0], [0.0, 0.0, 0.0], [0.0, 0.0, 0.0], [0.0, 0.0, 0.0], [0.0, 0.0, 0.0], [0.0, 0.0, 0.0], [0.0, 0.0, 0.0], [0.2, 0.3, 0.2], [0.1, 0.0, 0.0], [0.0, 0.0, 0.0], [0.0, 0.0, 0.0], [0.0, 0.0, 0.0], [0.0, 0.0, 0.0], [0.0, 0.0, 0.0], [0.0, 0.0, 0.1], [0.1, 0.1, 0.2], [0.0, 0.0, -0.1], [0.1, 0.3, 0.3], [0.0, 0.0, 0.0], [0.0, 0.0, 0.0], [0.0, 0.0, 0.0], [0.0, 0.0, 0.1], [0.0, -0.1, -0.3], [0.2, 0.3, 0.1], [0.0, 0.0, 0.0], [0.0, 0.0, 0.0], [0.0, 0.0, 0.0], [0.0, 0.0, 0.0], [0.0, 0.2, -0.1], [0.0, 0.0, 0.0], [0.0, 0.0, 0.0], [0.0, 0.0, 0.0], [-0.1, 0.0, 0.1], [0.3, 0.0, -0.2], [-0.2, 0.0, 0.1], [0.0, 0.0, -0.1], [0.0, 0.0, 0.0], [-0.1, 0.0, 0.0], [-0.1, 0.0, 0.0], [0.1, 0.0, -0.1], [0.0, 0.1, 0.0], [0.0, 0.0, 0.0], [0.0, 0.0, 0.0], [0.0, 0.0, 0.1], [0.0, 0.0, 0.1], [0.1, 0.0, -0.1], [-0.1, -0.1, 0.0], [0.0, 0.1, 0.0], [0.0, 0.0, 0.1], [0.0, 0.0, 0.0], [0.0, -0.1, -0.1], [0.0, 0.0, 0.0], [-0.4, -0.2, -0.2], [-0.2, -0.1, -0.1], [-0.3, -0.3, 0.1], [0.0, -0.1, 0.0], [0.0, 0.0, 0.0], [0.0, 0.0, 0.0], [0.0, 0.0, 0.0], [0.0, 0.0, 0.0]],
  "mulliken_spin": [1.65, 0.01, 0.09, -0.06, -0.01, 0.00, 0.00, 0.00, 0.00, 0.05, 0.02, -0.02, 0.00, 0.00, 0.00, 0.01, -0.02, 0.02, 0.00, 0.00, 0.03, 0.03, -0.02, -0.01, 0.00, 0.00, 0.01, -0.01, 0.01, 0.05, 0.00, 0.00, 0.00, 0.03, -0.01, -0.05, 0.01, 0.00, 0.00, 0.00, -0.01, 0.00, 0.00, 0.01, 0.00, 0.00, 0.00, 0.00, 0.02, 0.00, 0.00, 0.00, 0.00, 0.00, 0.00, 0.00, 0.00, 0.01, 0.00, 0.00, 0.00, 0.00, 0.00, 0.00, 0.00, 0.00, 0.03, 0.00, 0.00, 0.00, 0.00, 0.00, 0.00, 0.00, 0.00, 0.04, 0.01, 0.07, -0.03, 0.08, -0.04, 0.17, 0.11, -0.04, 0.00, 0.00, -0.03, 0.01, 0.05, 0.00, 0.94, 0.73, 0.10, 0.12, -0.05, 0.18, -0.09, -0.06, -0.02, -0.02, 0.00, -0.01, 0.01, 0.02, 0.01, 0.00, 0.27, -0.01, 0.16, 0.10, 0.13, -0.06, 0.08, 0.16, 0.01, 0.02, 0.02, 0.01],
  "total_charge": -1,
  "e_lumo_ev": [2.0239, -0.1085],
  "multiplicity": 6,
  "gap_ev": [3.8, 4.9]
}